1.
Density functional theory data (wB97M-V/def2-TZVPD) for a molecular structure, C16H40BrN3O12S2 at a distorted geometry.

Values from the calculation:
energy: -5071.06276 Ha
LUMO level: 0.3227 eV
orbital gap: 9.77 eV
HOMO level: -9.451 eV

The geometry in XYZ format:
```
74
Properties=species:S:1:pos:R:3:forces:R:3
C 2.81239 -3.68073 -1.32491 -0.05 0.16 -0.25
C 2.76758 -2.21472 -1.73999 0.09 -0.66 -0.50
O 1.68638 -1.55523 -1.08845 0.13 0.48 -0.61
C 1.86574 -0.17331 -0.86586 -0.62 -1.53 0.44
C 2.28738 0.53398 -2.10711 0.62 1.24 0.06
C 2.42449 2.05580 -2.00099 0.23 -0.13 -0.14
C 3.33420 2.62625 -3.08696 -0.17 0.37 0.29
N 4.71818 2.78069 -2.63445 0.10 -0.17 0.02
O 2.78293 -0.14175 0.27350 -0.40 -0.57 0.19
S 1.95375 -0.90383 1.46078 1.13 0.51 1.08
O 2.11056 -0.06417 2.59663 -0.32 0.31 -0.10
O 2.30344 -2.25898 1.66625 -0.29 -0.50 -0.86
O 0.45986 -0.79980 0.82394 1.18 0.33 0.71
C 0.57812 0.27840 -0.14454 -0.73 1.35 -0.99
C -0.66007 0.39815 -1.01917 -0.33 -1.37 -0.59
C -1.00544 -0.76327 -1.95880 -0.37 -0.19 -0.21
C -1.61741 -1.99200 -1.27333 0.11 1.61 -1.82
Br -0.75262 -3.63130 -1.92427 -0.10 -0.15 -0.04
C 0.68775 1.64796 0.58160 0.07 -0.18 0.49
C -0.03809 1.71507 1.93684 0.24 0.17 -0.11
C 0.64543 2.72189 2.85893 -0.82 0.00 -0.23
C -0.30437 3.28822 3.89988 -0.03 0.00 -0.07
S -1.58004 4.41986 3.24167 -0.11 -0.13 -0.60
C -2.88831 3.26510 3.00682 0.40 0.31 1.34
N -3.48445 2.71188 4.01162 -0.31 -0.39 -0.55
N -4.40913 1.82217 3.45953 -0.12 -0.06 -0.21
C -4.30414 1.93045 2.18434 0.56 0.41 0.81
O -3.34648 2.83449 1.82326 -0.28 -0.15 -0.60
H 3.70434 -3.88957 -0.75257 0.08 -0.15 0.30
H 1.92549 -3.95330 -0.77022 -0.07 0.04 0.27
H 2.81718 -4.30039 -2.21364 0.10 -0.20 -0.15
H 2.62130 -2.17011 -2.81734 -0.17 0.20 -0.18
H 3.73106 -1.75328 -1.54522 0.01 0.30 0.33
H 1.56384 0.31879 -2.88459 -0.29 -0.29 -0.02
H 3.23373 0.15671 -2.47678 0.22 -0.27 0.19
H 2.84243 2.33371 -1.03924 0.02 0.06 0.23
H 1.45270 2.53013 -2.07387 -0.24 0.05 0.07
H 2.92958 3.59122 -3.38273 -0.11 0.16 -0.17
H 3.29261 1.97893 -3.95981 0.08 -0.08 -0.22
H 4.76990 2.82953 -1.62625 -0.08 -0.08 0.09
H 5.09015 3.66022 -2.95833 0.18 0.00 -0.20
H -1.53098 0.54275 -0.38604 0.21 0.35 -0.34
H -0.57665 1.28441 -1.63304 0.30 0.31 -0.03
H -0.16150 -1.06809 -2.55869 0.32 0.05 -0.06
H -1.74016 -0.39558 -2.66777 -0.13 0.20 -0.12
H -1.57770 -1.97727 -0.19423 -0.34 0.75 -2.34
H -2.63935 -2.11127 -1.58492 -0.41 -0.06 0.01
H 0.23237 2.40018 -0.04782 -0.01 0.16 -0.28
H 1.70890 1.97207 0.72993 0.30 -0.26 0.06
H -1.05975 2.02458 1.75574 -0.27 0.07 0.03
H -0.04218 0.76648 2.45351 -0.22 -0.14 0.05
H 1.44341 2.19548 3.37096 0.38 0.18 -0.02
H 1.01335 3.52865 2.23212 0.41 0.26 0.15
H -0.82876 2.50334 4.42452 -0.02 -0.14 0.17
H 0.22625 3.86822 4.64438 0.11 0.20 0.12
H -4.82361 1.39786 1.41800 -0.15 -0.08 -0.16
O -1.08588 0.48778 5.38460 -0.19 -0.04 -0.04
H -1.14536 -0.40334 5.74155 0.09 -0.03 0.00
H -2.00551 0.73481 5.22180 0.00 0.07 0.00
O -1.34110 -3.02337 0.78916 0.71 -2.20 3.70
H -1.14396 -3.90624 1.11677 -0.22 -0.20 0.40
H -0.49939 -2.55673 0.87061 0.42 -0.20 0.08
O -4.05157 0.36322 -1.32744 0.06 0.17 -0.05
H -4.96020 0.52049 -1.05560 -0.04 -0.06 -0.06
H -3.51626 0.63991 -0.57443 -0.09 -0.25 0.10
O -1.09080 -3.33633 -5.32832 0.00 -0.11 -0.03
H -1.05382 -3.86475 -4.52088 -0.01 0.18 0.02
H -1.78479 -3.74388 -5.85452 0.00 0.02 -0.04
O -3.53346 -5.27508 -0.06162 0.12 -0.01 0.10
H -2.72458 -4.96551 -0.48575 -0.01 0.09 -0.16
H -3.38053 -6.21180 0.09009 -0.06 -0.06 -0.01
O -2.38500 -0.31081 1.31789 -0.25 0.11 0.19
H -1.63839 0.26993 1.13687 -0.18 -0.20 0.71
H -1.99882 -1.19845 1.29438 -0.40 0.04 0.35
```
Positions in Å, forces in eV/Å.

2.
Density functional theory data (wB97M-V/def2-TZVPD) for a molecular structure, C16H40CaF9O21S3 at a distorted geometry.

Values from the calculation:
energy: -4984.82691 Ha
LUMO level: 1.2981 eV
orbital gap: 8.08 eV
HOMO level: -6.778 eV
total charge: -1

The geometry in XYZ format:
```
90
Properties=species:S:1:pos:R:3:forces:R:3
Ca 2.86145 -1.13725 0.64886 -0.60 -0.33 0.25
C 0.32114 -0.32580 4.32552 0.99 -0.64 -0.06
F -0.80321 -0.61880 3.69199 -0.28 0.05 -0.09
F 0.75518 0.87589 3.89136 -0.10 0.12 -0.19
F 0.06974 -0.19881 5.62560 -0.12 -0.04 0.17
S 1.64494 -1.63901 4.03233 -0.13 -0.96 0.70
O 1.11603 -2.83278 4.66186 0.41 1.35 -1.07
O 1.77462 -1.63012 2.55839 -0.47 0.14 0.65
O 2.83303 -1.08869 4.65681 -0.11 0.31 0.22
C 0.16020 -5.08757 -0.35498 1.12 -0.13 -0.38
F -0.11526 -6.32425 0.07069 -0.06 0.14 0.12
F 0.46212 -5.19083 -1.66962 -0.28 0.22 0.12
F -0.91822 -4.33565 -0.21018 -0.01 0.12 -0.06
S 1.65918 -4.44965 0.57414 0.73 -1.43 2.14
O 2.75024 -5.36185 0.28668 -0.55 0.15 -0.77
O 1.94379 -3.09996 0.07126 -0.19 0.19 -0.75
O 1.21982 -4.50683 1.94658 -0.27 0.37 -0.77
C -1.47015 -0.89913 0.30628 0.47 -0.64 -0.53
F -2.53179 -1.50734 -0.22891 -0.27 0.60 0.06
F -1.82900 0.13435 1.05525 -0.39 0.05 0.20
F -0.86171 -1.80324 1.05216 0.30 0.22 0.16
S -0.35032 -0.28053 -1.06331 0.33 -0.40 -0.76
O -0.71229 -1.04602 -2.23346 -0.16 0.39 0.37
O -0.60348 1.15699 -1.14275 -0.27 -0.24 -0.06
O 1.00632 -0.57802 -0.63084 0.01 0.42 0.46
C -1.76079 -0.07506 -5.53069 -1.26 -0.69 0.03
O -1.79621 -1.27381 -4.76943 0.20 0.39 0.19
H -2.71807 0.03366 -6.06021 0.11 -0.38 -0.14
H -1.79974 0.80360 -4.88277 0.89 0.15 -0.12
H -0.98478 -0.17192 -6.29135 0.31 0.75 0.18
H -1.26773 -1.11868 -3.96252 -0.39 -0.28 -0.26
C -4.70054 2.15754 0.79326 0.92 0.78 -0.38
C -6.13498 1.95805 1.20622 0.24 -1.14 -0.46
O -6.32063 1.94807 2.61845 -0.03 0.66 -0.25
O -4.46857 3.53893 0.44010 -0.14 -0.14 0.12
H -4.47176 1.57702 -0.10454 -0.23 -0.30 0.15
H -3.97334 1.87645 1.56022 -0.31 -0.22 0.17
H -6.43052 0.95908 0.85999 -0.03 0.10 -0.23
H -6.69671 2.69532 0.62213 -0.31 0.16 0.53
H -7.22347 1.65186 2.76039 0.02 0.04 0.19
H -3.78003 3.55245 -0.23609 0.06 0.08 0.09
C -0.71435 4.77771 -0.53726 0.09 0.34 -0.36
C -0.28039 3.92186 0.62565 0.09 0.00 1.04
O 0.74963 3.00070 0.26025 -0.63 -0.18 -0.38
O -1.51767 4.02785 -1.44259 -0.21 0.20 0.08
H 0.12555 5.23083 -1.07705 0.27 -0.29 0.13
H -1.30349 5.63922 -0.21581 -0.27 -0.27 0.20
H -1.17550 3.42407 1.02224 0.08 -0.39 -0.36
H 0.07660 4.43849 1.52204 0.22 0.55 -0.46
H 0.27565 2.32636 -0.27874 0.30 -0.13 0.10
H -1.03261 3.24977 -1.74574 -0.02 -0.04 0.06
C -2.69466 -3.76237 3.53829 -0.16 -1.57 0.05
C -2.85169 -3.68397 5.04472 0.72 1.56 0.86
O -1.52406 -3.53466 5.58313 -0.57 -0.13 -0.09
O -1.94402 -4.92012 3.20320 0.59 -0.01 -0.40
H -2.10104 -2.93978 3.14716 -0.01 0.22 0.35
H -3.65160 -3.77716 3.00451 -0.15 0.19 0.24
H -3.34439 -4.48086 5.60834 -0.20 -0.54 -0.83
H -3.41393 -2.77392 5.31282 -0.13 0.00 -0.28
H -1.59023 -3.67089 6.53188 0.17 0.05 0.00
H -2.45081 -5.73115 3.14722 -0.43 0.19 0.13
C 3.67847 1.96551 1.58450 -0.29 -1.36 0.42
C 3.97654 1.17052 2.86786 -0.56 0.15 -0.31
O 4.38999 -0.17935 2.59188 0.27 0.73 -1.28
O 2.77540 1.16234 0.79274 0.79 0.43 0.01
H 4.61344 2.15642 1.05432 -0.18 0.24 -0.31
H 3.09991 2.85436 1.82381 0.56 0.37 0.21
H 3.02024 1.14130 3.39458 0.37 -0.08 0.47
H 4.78559 1.63661 3.42988 -0.29 0.36 0.17
H 4.83271 -0.49789 3.38231 -0.43 -0.37 0.11
H 2.05594 1.73897 0.48456 -0.12 0.02 0.12
C 3.73812 -1.21551 -2.82326 0.73 -1.14 -0.26
C 2.60916 -0.88118 -3.79354 0.06 0.05 0.97
O 3.02982 -0.22713 -4.98082 0.11 0.03 0.08
O 3.85542 -0.40933 -1.64728 -0.17 0.16 0.45
H 4.70145 -1.25703 -3.35086 -0.09 0.23 -0.03
H 3.62116 -2.23278 -2.43805 -0.32 0.10 -0.05
H 1.89585 -0.29913 -3.19888 -0.15 0.07 -0.35
H 2.12306 -1.80926 -4.08120 -0.06 0.03 -0.17
H 3.74800 0.37154 -4.75465 -0.08 0.06 -0.05
H 4.48228 0.31106 -1.74061 -0.07 0.03 -0.22
C 0.91698 2.42589 -3.93372 1.85 0.45 2.26
C 1.74442 2.73552 -5.16813 -1.07 -0.43 -1.12
O 1.75264 4.13716 -5.46004 -0.01 0.05 0.15
H 1.57810 1.97145 -3.17558 -0.09 -0.51 -0.30
H 0.03364 1.80144 -3.94040 -0.15 0.14 -0.66
H 0.76910 3.34785 -3.35869 -0.68 0.21 -0.57
H 1.25911 2.21243 -6.00091 0.15 0.15 -0.16
H 2.76289 2.34779 -5.17375 -0.01 0.05 0.47
H 2.65908 4.42076 -5.58519 0.02 0.00 -0.03
```
Positions in Å, forces in eV/Å.

3.
Density functional theory data (wB97M-V/def2-TZVPD) for 8 unconnected molecules or ions with the total composition C16H40N8O12 at a distorted geometry.

Values from the calculation:
energy: -1974.16047 Ha
LUMO level: 0.1859 eV
orbital gap: 9.12 eV
HOMO level: -8.936 eV
SMILES string: C[N+](=O)[O-].C[N+](=O)[O-].C[N+](=O)[O-].C[N+](=O)[O-].CN(C)C=O.CN(C)C=O.CN(C)C=O.CN(C)C=O

The geometry in XYZ format:
```
76
Properties=species:S:1:pos:R:3:forces:R:3
C 9.18346 -18.94076 -2.03560 -0.15 0.30 0.75
N 9.37251 -18.91170 -3.46855 -0.24 -0.37 -0.50
O 8.92918 -19.85961 -4.06398 -0.31 -1.35 -0.46
O 9.84258 -17.96582 -4.03058 0.88 1.54 -0.09
H 9.55925 -18.09404 -1.51122 0.60 0.69 -0.09
H 9.52300 -19.85010 -1.60459 0.48 -0.82 0.04
H 8.13222 -18.93345 -1.94941 -1.24 0.02 0.26
C 9.04149 -23.39480 -3.91303 0.25 0.13 -0.57
N 7.62437 -23.77901 -4.33072 -0.55 1.42 0.02
O 7.45578 -24.55353 -5.24744 0.60 -0.12 0.32
O 6.70017 -23.18394 -3.77707 0.88 -0.47 -0.08
H 9.39121 -22.49070 -4.46937 -0.61 -0.99 -0.21
H 9.68771 -24.27587 -4.07907 -0.40 0.63 0.11
H 9.03040 -23.01733 -2.90239 -0.33 -0.48 0.47
C 5.32151 -16.76177 -4.84864 0.32 0.31 0.50
N 5.62844 -18.02978 -4.10976 1.87 0.87 1.06
O 6.48757 -17.98082 -3.21644 -0.58 0.53 -0.70
O 5.03934 -19.03612 -4.34876 -1.02 -0.93 -0.80
H 4.97104 -16.95786 -5.84320 0.04 -0.44 -0.39
H 6.19338 -16.08011 -4.84869 -0.60 -0.64 0.15
H 4.47938 -16.34811 -4.31050 -0.07 0.38 0.19
C 5.54072 -21.14706 -0.97661 2.38 -0.65 -0.56
N 6.96348 -20.89532 -0.42900 0.84 -1.17 -0.02
O 7.20420 -19.91748 0.24252 -0.51 0.09 -0.16
O 7.84193 -21.72848 -0.72658 -1.58 1.03 0.18
H 4.87910 -20.35580 -0.70462 -0.24 0.35 0.25
H 5.28577 -22.15269 -0.66637 -0.27 0.07 0.30
H 5.79358 -21.21144 -2.03715 -0.61 0.21 -0.10
C 4.66604 -11.37364 -4.03549 -0.96 -0.76 0.07
N 4.55875 -12.32739 -5.13155 -0.69 0.58 -0.36
C 5.59951 -12.25368 -6.15189 0.11 -0.88 -0.25
C 3.59748 -13.32255 -5.13343 1.14 -0.22 -0.35
O 3.68474 -14.35480 -5.78151 -0.09 0.61 -0.11
H 3.86467 -11.55485 -3.32416 0.12 -0.35 0.23
H 4.53174 -10.35241 -4.29778 0.00 0.98 -0.87
H 5.62438 -11.44768 -3.54240 0.23 -0.26 0.24
H 5.43532 -11.62088 -7.05870 -0.34 -0.13 0.98
H 6.51831 -11.97476 -5.64985 0.18 0.43 -0.16
H 5.78990 -13.26426 -6.50999 -0.09 -0.05 -0.19
H 2.71980 -13.15479 -4.50003 0.22 0.31 0.31
C 9.37726 -17.98109 -7.69726 -0.33 -0.43 -0.04
N 8.29552 -17.00362 -7.51425 1.06 -1.88 -0.56
C 7.08554 -17.30341 -8.22567 -0.97 0.46 -0.91
C 8.36512 -16.02129 -6.64569 -0.23 2.42 0.88
O 7.50056 -15.14440 -6.51245 0.50 -0.78 0.07
H 9.81508 -17.92570 -8.69226 -0.43 0.02 -0.37
H 9.00091 -19.00910 -7.52129 0.16 0.56 -0.09
H 10.23347 -17.82751 -7.06241 -0.07 0.34 0.75
H 6.61829 -18.22121 -7.82559 0.24 0.22 -0.28
H 6.36375 -16.46570 -8.10059 0.60 -0.56 -0.09
H 7.30776 -17.42195 -9.31937 -0.26 -0.03 0.95
H 9.29742 -15.94896 -6.04671 -0.17 -0.40 -0.32
C 2.91918 -22.40234 -4.87429 0.02 0.08 1.07
N 2.44414 -22.07500 -3.51301 -0.42 0.05 -0.79
C 2.39470 -20.67028 -3.15904 -0.56 -0.72 -0.57
C 2.22414 -23.03168 -2.57508 1.18 0.41 -0.99
O 1.91545 -22.79156 -1.42229 -0.08 -0.61 -0.27
H 3.99625 -22.20289 -4.87335 -0.19 0.14 -0.63
H 2.36068 -21.94555 -5.70748 0.26 0.41 0.64
H 2.76614 -23.45012 -5.01440 0.12 -0.87 -0.06
H 3.18356 -20.19737 -3.72098 0.11 0.55 0.12
H 1.41777 -20.25250 -3.38825 -0.07 0.25 -0.31
H 2.49005 -20.60066 -2.10132 0.42 0.23 0.85
H 2.54909 -24.00124 -3.05606 -0.76 0.07 0.99
C 7.84869 -14.48618 -1.40517 -1.46 -0.37 0.14
N 6.82583 -14.25549 -2.45741 0.24 -0.23 0.39
C 7.22953 -13.69371 -3.78274 -0.48 -0.30 1.19
C 5.51769 -14.54765 -2.12157 0.87 1.98 -1.58
O 4.55430 -14.13800 -2.75078 0.23 -0.76 0.22
H 8.51729 -15.33450 -1.55083 -0.31 -0.31 -0.32
H 7.25658 -14.60747 -0.47557 0.67 -0.22 -0.35
H 8.49804 -13.65508 -1.22827 0.16 0.94 -0.23
H 7.46777 -12.61806 -3.73347 -0.26 -0.30 0.19
H 8.15089 -14.19677 -4.04589 0.05 -0.21 -0.38
H 6.43463 -13.87346 -4.52380 0.53 -0.02 0.53
H 5.42138 -15.09096 -1.20318 -0.03 -0.56 0.77
```
Positions in Å, forces in eV/Å.